Formula: C20H16Cl2N7O2PdS2
Source: the OMol25 dataset
Level of theory: wB97M-V/def2-TZVPD

ORCA input file:
```
! RIJCOSX wB97M-V def2-TZVPD def2/J DEFGRID3
* xyz -1 1
Pd -0.157 1.703 0.574
N 1.862 0.513 -2.335
C 2.265 0.029 -1.111
N 1.422 -0.216 -0.164
C 2.047 -0.701 0.961
C 3.395 -0.827 0.866
S 3.909 -0.367 -0.724
C 1.181 -0.926 2.129
C 1.541 -1.241 3.399
S 0.131 -1.242 4.406
C -0.832 -0.808 3.023
N -0.156 -0.701 1.926
N -2.187 -0.629 3.056
H 0.908 0.860 -2.277
H 2.491 1.168 -2.770
H 4.097 -1.147 1.616
H 2.524 -1.406 3.804
H -2.577 -0.289 3.918
H -2.536 -0.163 2.214
Cl -3.668 -1.836 -0.398
C -3.299 -0.417 -1.394
Cl -4.811 0.294 -2.040
C -2.508 0.655 -0.602
O -1.529 1.123 -1.235
O -2.871 0.913 0.549
H -2.729 -0.757 -2.247
N -0.914 7.067 0.400
C -0.761 8.296 -0.202
C -1.661 9.292 -0.555
C -1.140 10.418 -1.171
C 0.232 10.540 -1.423
C 1.121 9.540 -1.070
C 0.617 8.397 -0.455
N 1.269 7.255 -0.030
C 0.331 6.485 0.467
C 0.521 5.146 1.009
C -0.454 4.496 1.738
C -0.236 3.187 2.207
N 0.960 2.523 2.064
C 1.822 3.139 1.185
C 1.687 4.421 0.706
H -1.777 6.608 0.627
H -2.722 9.198 -0.361
H -1.808 11.217 -1.467
H 0.601 11.435 -1.908
H 2.182 9.630 -1.268
H -1.397 4.963 2.001
H -0.914 2.772 2.946
H 2.734 2.583 0.989
H 2.458 4.855 0.086
*
```

LUMO energy   0.0879 Eh
Frontier orbital gap   6.24 eV
Strongest force on any atom   0.33 eV/A
ΔE to the lowest compared entry with this formula, charge and spin   0.0 kJ/mol

Formula: C4H6INO
Source: the OMol25 dataset
Level of theory: wB97M-V/def2-TZVPD

ORCA input file:
```
! RIJCOSX wB97M-V def2-TZVPD def2/J DEFGRID3
* xyz 0 1
C -0.835 0.500 0.837
C 0.354 1.092 0.074
C 1.133 0.021 -0.541
C 0.059 -1.598 0.433
N -0.885 -0.748 1.018
O -0.353 -2.528 -0.341
I 3.201 -0.106 0.036
H -1.402 1.409 1.150
H -0.058 1.941 -0.621
H 0.915 1.539 0.808
H 1.046 -0.122 -1.572
H 0.842 -1.859 1.120
H -1.111 -2.200 -0.928
*
```

LUMO energy   0.0189 Eh
Frontier orbital gap   8.48 eV
Strongest force on any atom   6.00 eV/A
ΔE to the lowest compared entry with this formula, charge and spin   319.6 kJ/mol

Formula: C5H13NO
Source: the OMol25 dataset
Level of theory: wB97M-V/def2-TZVPD

ORCA input file:
```
! RIJCOSX wB97M-V def2-TZVPD def2/J DEFGRID3
* xyz 0 1
C 1.012 -2.260 -1.676
C 0.317 -1.057 -0.994
C 1.236 -0.136 -0.233
C 0.822 0.666 0.772
C 1.570 1.903 1.228
N -0.213 0.279 1.628
H 0.441 -2.488 -2.580
H 1.953 -1.860 -2.060
H 1.148 -3.136 -1.051
H -0.580 -1.329 -0.428
H -0.066 -0.406 -1.792
H 2.231 0.040 -0.635
H 2.579 1.493 1.080
H 1.395 2.823 0.677
H 1.554 2.121 2.301
H -0.628 0.941 2.252
H -0.420 -0.649 1.944
O -3.845 0.509 -0.626
H -2.990 0.322 -0.270
H -4.225 1.336 -0.339
*
```

LUMO energy   0.0290 Eh
Frontier orbital gap   8.47 eV
Strongest force on any atom   1.66 eV/A
ΔE to the lowest compared entry with this formula, charge and spin   166.0 kJ/mol

Number 1: E_tot -85724.22681 eV, HOMO level -3.85 eV. Number 2: E_tot -15880.50512 eV, HOMO level -7.97 eV. Number 3: E_tot -8932.29056 eV, HOMO level -7.68 eV.